8 unconnected molecules or ions with the total composition H16O8, computed with ωB97M-V/def2-TZVPD.

Geometry as XYZ:
```
24
Properties=species:S:1:pos:R:3:lowdin_charge:R:1
O 0.94838 -2.00241 2.07594 -0.065
H 0.16644 -1.99319 2.63307 0.018
H 0.93018 -1.15947 1.59753 -0.008
O -2.41073 0.27725 -0.37878 -0.050
H -2.58426 1.23234 -0.36595 0.052
H -2.95290 -0.07435 -1.09454 0.083
O -1.67371 2.79577 0.89698 -0.045
H -1.31358 1.98393 1.27375 0.032
H -2.06321 3.25468 1.64844 0.053
O 2.83278 1.61488 1.50346 -0.063
H 3.06062 2.54277 1.61277 0.032
H 1.94151 1.61146 1.13154 0.003
O 0.80811 -2.02266 -3.94101 -0.065
H 1.50668 -2.57084 -4.30878 0.033
H 1.26455 -1.42345 -3.33692 -0.017
O -3.41644 -1.19502 1.91563 -0.065
H -2.67811 -1.37885 2.50196 0.021
H -3.02794 -0.75269 1.14462 -0.015
O 2.42267 -0.47248 -1.96736 -0.044
H 2.31347 0.43026 -2.28902 0.069
H 3.16710 -0.42492 -1.35575 0.072
O 0.42867 0.06433 0.01177 -0.067
H 0.83758 -0.48045 -0.67798 0.028
H -0.50784 0.14312 -0.23136 0.007
```

Kohn-Sham gap   10.97 eV
SMILES   O.O.O.O.O.O.O.O
DFT total energy   -16640.2055 eV
Highest occupied orbital energy   -10.88 eV
LUMO level   0.1 eV



A molecular structure, C14H17Cl2F9O3Ti at a distorted geometry, computed with ωB97M-V/def2-TZVPD.

Geometry as XYZ:
```
46
Properties=species:S:1:pos:R:3:lowdin_charge:R:1
C -2.45801 -0.77204 -1.55415 -0.286
C -2.65082 -1.61698 -0.43490 -0.286
C -1.66090 -2.61444 -0.47260 -0.287
C -3.66458 -1.46075 0.65607 -0.095
C -0.85963 -2.39349 -1.60841 -0.286
C -1.32970 -1.24160 -2.25808 -0.259
C -0.77378 -0.63093 -3.49693 -0.091
C -3.30848 0.39477 -1.91349 -0.107
C -1.49515 -3.70144 0.54702 -0.093
C 0.28945 -3.25198 -2.02705 -0.092
Ti 0.39675 0.57607 1.26444 0.415
Cl -0.27298 -0.67107 2.76723 0.189
Cl -1.46445 1.63459 0.68097 0.163
O 1.12678 -0.61488 0.06803 -0.311
H -4.29039 -0.57964 0.44379 0.057
H -3.22875 -1.36145 1.60636 0.016
H -4.34977 -2.34831 0.68055 0.065
H -1.53696 -3.27888 1.56497 0.039
H -0.56090 -4.22375 0.41183 0.040
H -2.31139 -4.42703 0.48153 0.051
H 0.82326 -3.62719 -1.17377 0.032
H 0.96181 -2.68522 -2.66877 0.051
H -0.08443 -4.12672 -2.61201 0.064
H 0.23800 -1.01659 -3.65783 0.054
H -0.72560 0.44797 -3.40229 0.024
H -1.39926 -0.91415 -4.36161 0.056
H -3.56579 0.97618 -1.04482 0.009
H -4.23798 0.04192 -2.41126 0.063
H -2.76377 1.02563 -2.60818 0.060
H 1.54580 -1.46087 0.40660 0.056
O 0.59310 1.72139 -2.06000 -0.648
H 0.16191 2.51147 -1.31793 -0.080
F 1.17866 4.39975 2.06310 0.149
C 2.15025 3.76902 2.79317 -0.477
F 3.05779 4.69653 3.18886 0.146
F 1.51768 3.28174 3.90435 0.140
C 2.79850 2.62432 1.99331 -0.206
O 1.73107 1.76693 1.58910 -0.265
C 3.52841 3.14103 0.72054 -0.473
F 4.62857 3.88288 1.02580 0.136
F 3.92550 2.10378 -0.07053 0.159
F 2.69909 3.90772 -0.04267 0.157
C 3.70536 1.75474 2.87024 -0.484
F 4.71135 2.47107 3.42963 0.148
F 2.98128 1.16720 3.87866 0.129
F 4.24308 0.72272 2.16115 0.156
```

Net charge   -2
Kohn-Sham gap   3.59 eV
DFT total energy   -93555.8680 eV
Highest occupied orbital energy   0.77 eV
LUMO level   4.4 eV



A molecular structure, C6H11GdO4 at a distorted geometry, computed with ωB97M-V/def2-TZVPD.

Geometry as XYZ:
```
22
Properties=species:S:1:pos:R:3:lowdin_charge:R:1
O -1.61486 -0.01994 -0.03962 -0.268
C -1.86759 -1.42289 0.04977 -0.089
C -0.59889 -2.03365 0.59760 -0.121
O 0.54050 -1.46526 -0.03407 -0.281
C 1.76373 -1.52589 0.70819 -0.125
C 2.60288 -0.25918 0.65876 -0.224
O 1.89952 0.85222 0.20232 -0.331
Gd 0.38305 0.60260 -0.93768 1.750
H -2.12594 -1.79289 -0.95059 0.159
H -2.71008 -1.64368 0.71718 0.167
H -0.61096 -3.12758 0.49819 0.171
H -0.54019 -1.73721 1.65771 0.153
H 2.32243 -2.38828 0.31844 0.162
H 1.46604 -1.61194 1.76556 0.144
H 3.48958 -0.45339 0.02575 0.145
H 2.95545 -0.05690 1.68618 0.154
C -0.24355 2.17444 0.43154 0.020
O -1.32792 1.94080 1.12782 0.033
C -2.26334 0.94096 0.72463 -0.117
H 0.17059 3.13033 0.78791 0.134
H -2.65858 0.54606 1.66856 0.181
H -3.05847 1.38532 0.11379 0.183
```

Net charge   +2
Kohn-Sham gap (alpha / beta)   8.77 / 8.52 eV
DFT total energy   -35404.5046 eV
2S+1   8
Highest occupied orbital energy (alpha / beta)   -18.09 / -18.27 eV
⟨S²⟩   16.045
LUMO level (alpha / beta)   -9.3 / -9.7 eV



A molecular structure, C25H24BrNO2Pd at a distorted geometry, computed with ωB97M-V/def2-TZVPD.

Geometry as XYZ:
```
54
Properties=species:S:1:pos:R:3:lowdin_charge:R:1
C -3.03874 -0.76787 -3.81573 -0.160
C -2.54761 -1.35129 -2.61894 -0.169
C -2.13816 -0.29573 -1.73078 -0.143
H -2.45902 -2.41405 -2.44150 0.089
C -2.38124 0.94806 -2.40163 -0.136
C -2.99061 0.65832 -3.67876 -0.131
H -3.31276 1.40789 -4.40432 0.107
H -3.42511 -1.32970 -4.66055 0.105
H -1.68410 -0.42466 -0.75781 0.069
H -2.27665 1.93740 -1.96985 0.096
Pd -0.60371 -0.06114 -3.91228 0.777
Br 0.57291 -1.93680 -2.59251 0.055
C 0.94978 0.65687 -5.04309 -0.206
C -0.18777 1.45040 -5.41421 -0.152
C -1.18622 0.56225 -5.94275 -0.182
H -0.24792 2.52771 -5.38713 0.106
C -0.69495 -0.77115 -5.89415 -0.181
C 0.62402 -0.72230 -5.35009 -0.324
H 1.28336 -1.58382 -5.20753 0.069
H 1.89638 1.02801 -4.66793 0.110
H -2.15604 0.86442 -6.30706 0.105
H -1.26822 -1.68591 -6.07118 0.120
C 4.33515 0.33649 2.43182 -0.047
C 3.24739 -0.69378 2.30218 -0.230
C 3.42278 -1.74733 1.40544 -0.051
C 2.38705 -2.63656 1.15655 -0.084
C 1.16674 -2.47300 1.80626 -0.026
C 0.96797 -1.38422 2.67396 -0.239
N -0.31563 -1.16829 3.15461 0.092
C -0.99307 0.03393 3.31669 -0.214
C -2.06290 0.06903 4.23831 -0.012
C -2.71962 1.27487 4.50032 -0.080
C -2.30013 2.43464 3.84431 -0.090
C -1.27935 2.39673 2.88441 -0.009
C -0.66311 1.17853 2.59351 -0.077
C 0.30410 1.06253 1.38983 -0.513
O 1.25727 1.88689 1.44974 0.083
O -0.05671 0.23080 0.55331 0.245
C 2.05451 -0.56413 3.04150 -0.178
C 1.97987 0.43374 4.15362 -0.029
H 3.95353 1.32683 2.14072 0.087
H 4.74108 0.40878 3.45062 0.079
H 5.16406 0.09147 1.75441 0.077
H 4.38505 -1.82552 0.87770 0.113
H 2.52947 -3.45245 0.44323 0.106
H 0.32651 -3.13488 1.60231 0.113
H -0.84805 -1.99874 3.36668 0.145
H -2.33494 -0.86802 4.74167 0.118
H -3.54453 1.28258 5.22631 0.110
H -2.80005 3.38589 4.06559 0.105
H -0.96365 3.30808 2.36945 0.128
H 1.80384 1.44454 3.75507 0.086
H 1.19925 0.18337 4.87684 0.087
H 2.92852 0.48032 4.70280 0.082
```

Kohn-Sham gap (alpha / beta)   7.45 / 4.17 eV
DFT total energy   -105415.5830 eV
2S+1   5
Highest occupied orbital energy (alpha / beta)   -6.77 / -7.65 eV
⟨S²⟩   6.027
LUMO level (alpha / beta)   0.7 / -3.5 eV



4 unconnected molecules or ions with the total composition H8O4 at a distorted geometry, computed with ωB97M-V/def2-TZVPD.

Geometry as XYZ:
```
12
Properties=species:S:1:pos:R:3:lowdin_charge:R:1
O 0.02254 -1.47924 -2.21043 -0.061
H 0.34830 -0.58014 -2.05180 0.041
H -0.42211 -1.30277 -3.05341 0.047
O -0.05363 1.08908 1.15568 -0.059
H -0.78426 0.70164 0.66583 0.029
H 0.37509 0.35993 1.61340 0.033
O -0.28250 -4.71982 -1.69051 -0.052
H -1.07996 -4.40457 -1.26216 0.029
H 0.25917 -3.96288 -1.86593 -0.006
O 0.16777 4.92612 2.99251 -0.067
H 0.46858 4.00616 2.99426 0.031
H 0.98100 5.36650 2.71258 0.033
```

Kohn-Sham gap   11.58 eV
SMILES   O.O.O.O
DFT total energy   -8319.5947 eV
Highest occupied orbital energy   -11.28 eV
LUMO level   0.3 eV



12 unconnected molecules or ions with the total composition C29H54N6O6S at a distorted geometry, computed with ωB97M-V/def2-TZVPD.

Geometry as XYZ:
```
96
Properties=species:S:1:pos:R:3:lowdin_charge:R:1
C 9.38956 2.11290 -0.99011 -0.069
C 8.74498 2.25830 -2.28112 -0.309
N 8.27077 2.41754 -3.31292 0.123
H 10.22431 1.49299 -1.31724 0.085
H 8.74491 1.64556 -0.24571 0.085
H 9.68689 3.09812 -0.63089 0.086
C -2.21581 -7.15217 -1.92754 -0.081
C -2.34310 -6.26441 -0.78264 -0.288
N -2.48562 -5.51404 0.05563 0.125
H -2.17802 -8.22265 -1.72571 0.080
H -1.28353 -7.10792 -2.49056 0.080
H -2.97786 -6.87883 -2.65737 0.085
C 3.78082 0.89912 -7.85654 -0.069
C 3.02816 1.66715 -8.87898 -0.281
N 2.56159 2.22759 -9.76780 0.114
H 3.39153 -0.09774 -7.64965 0.079
H 3.69222 1.56134 -6.99531 0.077
H 4.83048 0.79781 -8.13234 0.080
C 8.05678 -4.09716 3.74135 -0.080
C 7.26452 -3.39119 2.71884 -0.272
N 6.66233 -2.87326 1.87750 0.116
H 7.41394 -4.26295 4.60586 0.079
H 8.90436 -3.56031 4.16736 0.077
H 8.53538 -5.00326 3.36982 0.080
C 4.64629 -4.46323 -3.44685 -0.082
C 3.86859 -4.89070 -4.59934 -0.288
N 3.33304 -5.25647 -5.54701 0.124
H 4.00122 -4.56711 -2.57439 0.082
H 4.83886 -3.39054 -3.42770 0.078
H 5.67084 -4.83235 -3.40061 0.086
C -0.05216 7.19680 -6.94591 -0.067
C 0.34724 6.07126 -6.07372 -0.289
N 0.61363 5.18439 -5.42069 0.119
H -0.81735 6.73665 -7.57107 0.079
H 0.76197 7.55918 -7.57359 0.079
H -0.44744 8.06291 -6.41515 0.079
C -3.57468 1.16983 -9.77225 -0.275
S -4.41129 0.44457 -8.31608 0.841
O -4.20900 -1.04676 -8.60582 -0.589
C -3.18054 0.99339 -7.03001 -0.256
H -3.26685 2.21309 -9.70191 0.050
H -4.21967 0.99439 -10.63325 0.045
H -2.63465 0.63353 -9.90197 0.053
H -3.53405 1.88077 -6.50496 0.040
H -2.22413 1.28452 -7.46434 0.041
H -2.95062 0.25049 -6.26625 0.050
C -9.05749 6.26720 -0.98382 -0.026
C -7.76827 5.53933 -1.20334 -0.470
O -7.24062 5.37416 -2.28934 0.045
C -7.11183 4.64077 -0.12051 -0.027
H -8.74988 7.23655 -0.59157 0.090
H -9.83067 5.75310 -0.41288 0.084
H -9.61472 6.35621 -1.91637 0.082
H -7.05631 5.29474 0.74974 0.069
H -6.10080 4.35002 -0.40580 0.076
H -7.66254 3.75629 0.19969 0.078
C 3.95700 1.10191 8.30162 -0.026
C 3.12223 1.50950 9.54722 -0.391
O 3.45064 2.54026 10.25292 -0.012
C 1.79957 0.76742 9.81751 -0.036
H 4.84264 1.73249 8.37975 0.074
H 3.42066 1.34686 7.38487 0.083
H 4.23827 0.04917 8.32835 0.075
H 1.06542 0.64210 9.02164 0.082
H 1.27282 0.96936 10.75017 0.075
H 2.19611 -0.19562 10.13907 0.075
C -4.75406 -0.34573 5.32271 -0.036
C -6.05820 0.29796 5.51565 -0.499
O -6.03572 1.49909 5.26960 0.042
C -7.29409 -0.41795 6.05925 -0.015
H -4.77545 -0.99867 4.45017 0.093
H -4.54821 -0.88402 6.24789 0.085
H -4.04887 0.48366 5.26865 0.090
H -7.14074 -0.97698 6.98233 0.076
H -7.61873 -1.15443 5.32420 0.083
H -8.01854 0.34346 6.34822 0.081
C 0.39953 0.42844 -0.24913 -0.023
C 1.66300 1.09471 0.37721 -0.470
O 1.82169 1.12151 1.59157 0.053
C 2.70912 1.41803 -0.60553 -0.039
H -0.13188 -0.26905 0.39834 0.076
H 0.71936 -0.12420 -1.13254 0.063
H -0.37334 1.12173 -0.58099 0.078
H 3.68274 1.33608 -0.12237 0.090
H 2.64996 2.44103 -0.97711 0.093
H 2.65062 0.84943 -1.53363 0.078
C 0.17348 -4.25491 4.98330 -0.043
C -0.61719 -4.77002 6.11384 -0.498
O -0.47410 -4.12666 7.14350 0.055
C -1.59658 -5.88830 5.78664 -0.023
H -0.28781 -3.32123 4.66150 0.097
H 0.06320 -4.93581 4.13932 0.073
H 1.23409 -4.18627 5.22521 0.091
H -1.01159 -6.76301 5.50245 0.081
H -2.43297 -5.79433 5.09401 0.090
H -1.97984 -6.23648 6.74579 0.075
```

Kohn-Sham gap   8.96 eV
DFT total energy   -63002.5686 eV
Highest occupied orbital energy   -8.85 eV
LUMO level   0.1 eV